Record 1
{
  "formula": "C4H9N2",
  "method": "ωB97M-V/def2-TZVPD",
  "homo_lumo_gap_ha": 0.33435,
  "total_charge": 1,
  "de_lowest_kcal_mol": 60.60,
  "smiles": "C=CN(C)C=[NH2+]",
  "elements": ["C", "C", "N", "C", "C", "N", "H", "H", "H", "H", "H", "H", "H", "H", "H"],
  "positions_angstrom": [[2.2916, -1.0231, 0.0364], [1.5572, 0.0905, 0.2584], [0.1410, 0.1703, -0.0095], [-0.4592, 1.4713, -0.0057], [-0.7719, -0.9617, -0.0051], [-2.0644, -0.8176, -0.0298], [3.2994, -0.9520, 0.1346], [1.8166, -1.9356, -0.3800], [2.1291, 0.9140, 0.6051], [-1.2729, 1.4587, -0.8390], [-0.9429, 1.7131, 0.9369], [0.1042, 2.2833, -0.1587], [-0.3269, -2.0558, -0.0490], [-2.7490, -1.4988, -0.0310], [-2.4044, 0.2472, -0.1395]]
}

***

Record 2
{
  "formula": "C24H43ClFO10PS2Si2",
  "method": "ωB97M-V/def2-TZVPD",
  "homo_lumo_gap_ha": 0.35424,
  "elements": ["C", "C", "O", "O", "C", "C", "C", "Si", "F", "O", "Si", "C", "C", "C", "C", "C", "C", "C", "C", "C", "C", "Cl", "C", "P", "O", "O", "O", "H", "H", "H", "H", "H", "H", "H", "H", "H", "H", "H", "H", "H", "H", "H", "H", "H", "H", "H", "H", "H", "H", "H", "H", "H", "H", "H", "C", "C", "C", "S", "O", "O", "C", "H", "H", "H", "H", "H", "H", "H", "H", "C", "C", "C", "S", "O", "O", "C", "H", "H", "H", "H", "H", "H", "H", "H"],
  "positions_angstrom": [[-6.3948, 0.2865, -5.6878], [-5.5027, -0.3426, -4.6165], [-5.5318, -1.5338, -4.3989], [-4.6625, 0.4659, -3.8860], [-3.3824, 0.5631, -4.5504], [-2.3775, -0.4711, -3.9654], [-1.0535, 0.2263, -3.5684], [0.1209, -0.9253, -2.6509], [1.6283, -0.4751, -3.0580], [-0.1638, -0.7404, -1.0150], [0.5898, -1.8567, 0.0199], [-0.4535, -1.8030, 1.6162], [-0.1211, -2.9601, 2.5590], [-1.1607, -3.6180, 3.2209], [-0.9644, -4.7069, 4.0667], [0.3397, -5.1618, 4.2642], [1.3957, -4.5033, 3.6516], [1.1793, -3.4150, 2.8068], [2.3317, -1.2208, 0.3989], [2.4311, -0.2352, 1.5867], [3.8914, -0.2831, 2.1605], [2.1532, 1.4711, 1.0703], [0.5079, -3.6561, -0.5880], [1.9205, -4.2844, -1.5470], [1.3836, -4.9180, -2.7686], [2.6785, -5.4617, -0.7244], [2.9495, -3.1271, -2.0210], [-7.4053, 0.4820, -5.3083], [-5.9814, 1.2328, -6.0645], [-6.4167, -0.4244, -6.5231], [-3.5736, 0.3395, -5.6176], [-3.0084, 1.5964, -4.5075], [-2.8868, -0.9519, -3.1210], [-2.1647, -1.2162, -4.7441], [-1.2430, 1.0829, -2.9007], [-0.5452, 0.5995, -4.4724], [-0.1820, -2.3027, -3.0708], [-0.3905, -0.8226, 2.1114], [-1.5005, -1.9561, 1.3018], [-2.1862, -3.2697, 3.0654], [-1.8264, -5.1684, 4.5462], [0.4840, -6.0323, 4.9049], [2.4179, -4.8524, 3.8026], [2.0535, -2.9457, 2.3552], [2.6711, -0.6767, -0.5013], [3.0475, -2.0431, 0.5376], [1.7779, -0.4759, 2.4318], [3.8224, 0.0237, 3.2165], [4.2870, -1.3071, 2.1675], [4.4998, 0.4024, 1.5734], [-0.3772, -3.7646, -1.2315], [0.3485, -4.3650, 0.2420], [2.9275, -6.1395, -1.3707], [3.8487, -3.3329, -1.7228], [6.2279, 3.0317, 4.4219], [7.7381, 3.0110, 4.6903], [8.3521, 1.9430, 3.7773], [7.2820, 1.8391, 2.3385], [6.6620, 0.5374, 2.3177], [7.9692, 2.3710, 1.1908], [6.0751, 3.0314, 2.9047], [5.7488, 3.9009, 4.8709], [5.7658, 2.1356, 4.8438], [8.1632, 3.9884, 4.4513], [7.9592, 2.8060, 5.7374], [9.3560, 2.2108, 3.4562], [8.3647, 0.9652, 4.2563], [5.0815, 2.7371, 2.5700], [6.3425, 3.9995, 2.4811], [-6.8373, 4.4337, -0.1135], [-7.1469, 4.8748, -1.5490], [-5.8991, 4.5933, -2.3948], [-5.0579, 3.2126, -1.6086], [-3.7871, 3.6731, -1.1066], [-5.1644, 2.0414, -2.4495], [-6.1919, 3.0571, -0.2319], [-7.7355, 4.4023, 0.5028], [-6.1371, 5.1359, 0.3455], [-7.9903, 4.2965, -1.9332], [-7.4241, 5.9276, -1.5967], [-6.1543, 4.3195, -3.4160], [-5.2175, 5.4426, -2.3978], [-5.6466, 2.7578, 0.6605], [-6.9285, 2.2978, -0.4948]]
}

***

Record 3
{
  "formula": "C2HClO3",
  "method": "ωB97M-V/def2-TZVPD",
  "homo_lumo_gap_ha": [0.26376, 0.32999],
  "de_lowest_kcal_mol": 240.87,
  "elements": ["C", "C", "O", "O", "O", "Cl", "H"],
  "positions_angstrom": [[0.4217, 0.2815, -0.0257], [1.5987, -0.2007, -0.1548], [-0.0287, 1.5334, -0.0314], [2.1055, 2.2714, -0.3082], [1.0586, 2.4516, 0.3670], [2.9339, -1.0650, 0.0776], [-0.5825, -0.1207, -0.1107]]
}

***

Record 4
{
  "formula": "C25H75F6N19O18SY",
  "method": "ωB97M-V/def2-TZVPD",
  "homo_lumo_gap_ha": 0.04349,
  "total_charge": 1,
  "elements": ["Y", "C", "F", "F", "F", "S", "O", "O", "O", "C", "O", "O", "C", "F", "F", "F", "C", "C", "H", "H", "H", "H", "H", "H", "C", "C", "C", "O", "C", "N", "H", "H", "H", "H", "H", "H", "H", "H", "H", "H", "H", "C", "C", "C", "O", "C", "N", "H", "H", "H", "H", "H", "H", "H", "H", "H", "H", "H", "C", "C", "C", "O", "C", "N", "H", "H", "H", "H", "H", "H", "H", "H", "H", "H", "H", "O", "H", "H", "O", "H", "H", "C", "O", "N", "N", "H", "H", "H", "H", "C", "O", "N", "N", "H", "H", "H", "H", "C", "O", "N", "N", "H", "H", "H", "H", "C", "O", "N", "N", "H", "H", "H", "H", "C", "O", "N", "N", "H", "H", "H", "H", "C", "O", "N", "N", "H", "H", "H", "H", "C", "O", "N", "N", "H", "H", "H", "H", "C", "O", "N", "N", "H", "H", "H", "H"],
  "positions_angstrom": [[12.0721, 0.8404, 20.7285], [17.7960, -2.1195, 23.3255], [18.4372, -2.0004, 22.1844], [16.8168, -2.9301, 23.2530], [18.6347, -2.4508, 24.3403], [17.1421, -0.3353, 23.7278], [15.9626, -0.1818, 22.9009], [16.8016, -0.4864, 25.1565], [18.1220, 0.6784, 23.3639], [14.4568, -3.7975, 16.9456], [14.1658, -3.2748, 15.6346], [13.9192, -2.8034, 17.8102], [13.8403, -5.2594, 17.0532], [12.5283, -5.2603, 16.7537], [14.4176, -6.1863, 16.2067], [13.8687, -5.8488, 18.2640], [14.7581, -3.8535, 14.4936], [14.7507, -2.7183, 13.4243], [15.2327, -3.1242, 12.5349], [13.8216, -2.1829, 13.2287], [15.3046, -1.9053, 13.8938], [14.0682, -4.6177, 14.1356], [15.7177, -4.3674, 14.5508], [15.5278, -3.8901, 17.1255], [9.8883, -8.1122, 8.9424], [11.3102, -8.1531, 9.5927], [12.1009, -6.9398, 9.1199], [12.5513, -6.9072, 7.7436], [13.1244, -8.1449, 7.2463], [11.1590, -8.1343, 11.0489], [9.2411, -7.3079, 9.2921], [9.2176, -8.9181, 9.2404], [9.7995, -7.9148, 7.8741], [11.7862, -9.1091, 9.3747], [13.0430, -7.0628, 9.6540], [11.5724, -6.0243, 9.3859], [14.0607, -8.2685, 7.7905], [13.3340, -7.9749, 6.1902], [12.5363, -9.0619, 7.2831], [11.6836, -7.3574, 11.4250], [10.2186, -7.9362, 11.3593], [17.7109, -1.7843, 3.2353], [18.9450, -2.5247, 3.6907], [20.2026, -2.0803, 2.8991], [21.2062, -2.9779, 3.4371], [22.4871, -2.8714, 2.9121], [18.9624, -2.4541, 5.1363], [17.7693, -0.7758, 3.6445], [16.8035, -2.3028, 3.5452], [17.8127, -1.6005, 2.1657], [18.7465, -3.5678, 3.4446], [20.5677, -1.0855, 3.1542], [20.1957, -2.3000, 1.8315], [22.4079, -2.8724, 1.8250], [23.1038, -3.7394, 3.1454], [23.0504, -2.0260, 3.3071], [19.4849, -3.2560, 5.4591], [18.0579, -2.6768, 5.5269], [23.6151, -9.7058, 11.2741], [22.1079, -9.8877, 11.5463], [21.2730, -8.7131, 10.9675], [21.3609, -7.5810, 11.8826], [20.5738, -6.5273, 11.3435], [21.6673, -11.1938, 11.0996], [24.2519, -10.4723, 11.7159], [23.8377, -8.8283, 11.8812], [23.7890, -9.5234, 10.2136], [21.8103, -9.9210, 12.5944], [20.2720, -9.1267, 10.8452], [21.6374, -8.4096, 9.9861], [19.5163, -6.7905, 11.3222], [21.0329, -6.3155, 10.3778], [20.6214, -5.7434, 12.0993], [20.7714, -11.3249, 11.5472], [22.2740, -11.9190, 11.4546], [21.2744, -1.7362, 17.3944], [21.5483, -1.0498, 16.7861], [20.3715, -1.5115, 17.6190], [9.1483, -10.1824, 16.8553], [8.5809, -9.9408, 16.1232], [9.9924, -9.7821, 16.6468], [7.6816, -3.1186, 18.6085], [8.5190, -2.3068, 18.9907], [7.6631, -4.3782, 18.9073], [6.7750, -2.7946, 17.7608], [6.8296, -4.9177, 18.7219], [8.4227, -4.6730, 19.5041], [6.0704, -3.4490, 17.4520], [6.5071, -1.8218, 17.7150], [10.2007, -3.6315, 24.0285], [10.4135, -2.5534, 23.4356], [9.3197, -3.8026, 25.0034], [10.6689, -4.7576, 23.7159], [9.1956, -4.7215, 25.4037], [8.6666, -3.0535, 25.1835], [10.2236, -5.6183, 24.0007], [11.3565, -4.8117, 22.9781], [22.0846, 1.1106, 12.5594], [21.9646, 1.2748, 13.8130], [21.0990, 0.5331, 11.9386], [23.0885, 1.5219, 11.8385], [21.1572, 0.5846, 10.9316], [20.2647, 0.4298, 12.4983], [22.9885, 1.5180, 10.8335], [23.8456, 1.9331, 12.3655], [16.9678, 2.6733, 17.4290], [15.9568, 2.5122, 18.1078], [17.3473, 3.8194, 16.8391], [17.6214, 1.7119, 16.8135], [17.9536, 3.8418, 16.0316], [16.9909, 4.6608, 17.2695], [18.4308, 1.8253, 16.2201], [17.2806, 0.7708, 16.9484], [7.6412, -2.7323, 11.1572], [6.7768, -3.5973, 11.4448], [8.2679, -1.8147, 11.9643], [7.9928, -2.5531, 9.9011], [8.1717, -1.9600, 12.9592], [8.8893, -1.0923, 11.6295], [8.8552, -2.0293, 9.8574], [7.8470, -3.2067, 9.1450], [10.4989, 2.4681, 15.5459], [10.7920, 2.1248, 16.6301], [9.4767, 3.1731, 15.1370], [11.1752, 2.0389, 14.4591], [9.4707, 3.3725, 14.1469], [8.9637, 3.8180, 15.7210], [11.9649, 1.4384, 14.6483], [10.7309, 2.2726, 13.5826], [16.8091, -11.3990, 14.6434], [17.4648, -12.1014, 13.8887], [15.7177, -10.7065, 14.2032], [17.1591, -11.0550, 15.8845], [15.4970, -10.7680, 13.2195], [15.2071, -10.0240, 14.7451], [18.1277, -11.2232, 16.1160], [16.4893, -10.5883, 16.4792], [11.8041, 2.5193, 8.6702], [11.2051, 1.8868, 9.4987], [12.2424, 2.1324, 7.4478], [12.3160, 3.6762, 8.9059], [12.0412, 1.1835, 7.1665], [12.6033, 2.8156, 6.7973], [12.5792, 4.2596, 8.1245], [11.9410, 4.1451, 9.7180]]
}

***

Record 5
{
  "formula": "C3H4N2S",
  "method": "ωB97M-V/def2-TZVPD",
  "homo_lumo_gap_ha": 0.33161,
  "de_lowest_kcal_mol": 23.91,
  "smiles": "N#CCC(N)=S",
  "elements": ["N", "C", "C", "C", "N", "S", "H", "H", "H", "H"],
  "positions_angstrom": [[2.2192, 0.9876, 0.6016], [1.3883, 0.8087, -0.1806], [0.3045, 0.3305, -0.9464], [-0.7806, -0.0699, -0.0046], [-0.4737, -1.0669, 0.8949], [-2.3278, 0.5146, -0.0338], [0.0083, 1.0858, -1.5684], [0.5414, -0.5615, -1.5117], [0.4500, -0.9224, 1.3240], [-1.3296, -1.1063, 1.4250]]
}

***

Record 6
{
  "formula": "C13H12NO2RuSe3Te",
  "method": "ωB97M-V/def2-TZVPD",
  "homo_lumo_gap_ha": [0.20339, 0.20332],
  "spin_multiplicity": 2,
  "elements": ["Ru", "C", "C", "C", "C", "C", "C", "C", "H", "H", "H", "H", "H", "H", "H", "H", "O", "C", "O", "C", "C", "C", "C", "C", "N", "H", "H", "H", "H", "Se", "Se", "Te", "Se"],
  "positions_angstrom": [[1.4979, -0.0365, -0.9391], [-3.2354, -1.9660, 0.3948], [-1.7693, -2.1177, 0.1016], [-0.8186, -1.9784, 1.1050], [0.5375, -2.0859, 0.8296], [0.9823, -2.4093, -0.4564], [0.0231, -2.5026, -1.4756], [-1.3256, -2.3525, -1.1981], [-3.6134, -1.0239, -0.0094], [-3.4290, -1.9723, 1.4668], [-3.8164, -2.7675, -0.0612], [-1.1377, -1.7803, 2.1218], [1.2504, -2.0276, 1.6427], [2.0096, -2.6967, -0.6246], [0.3429, -2.7333, -2.4832], [-2.0431, -2.4329, -2.0055], [2.7969, 3.7884, -0.7025], [2.2174, 2.7355, -0.5846], [2.5664, 1.6251, -1.1657], [0.9856, 2.5972, 0.2534], [0.4630, 3.6647, 0.9594], [-0.7266, 3.4932, 1.6394], [-1.3626, 2.2640, 1.5576], [-0.7717, 1.2460, 0.8351], [0.4030, 1.3925, 0.2137], [1.0060, 4.5988, 0.9335], [-1.1647, 4.3036, 2.2064], [-2.3113, 2.0848, 2.0435], [-1.2436, 0.2820, 0.7377], [3.5793, -0.5723, 0.4460], [4.7694, -0.4297, -1.5216], [2.7836, -0.7336, -3.1755], [0.5544, 0.5430, -3.0849]]
}

***

| no. | electronic energy (Ha) |
| --- | --- |
| 1 | -267.0027 |
| 2 | -3969.7070 |
| 3 | -762.3698 |
| 4 | -4427.3024 |
| 5 | -624.3877 |
| 6 | -8275.0495 |